A:
# CH8N5

A gas-phase ion, CH8N5 (charge +1) (ωB97M-V/def2-TZVPD, the OMol25 dataset).

Computed properties:
M (g mol⁻¹): 90.11
Net charge: +1
HOMO energy (eV): -14.083
SMILES: NNNC(N)=[NH2+]
Lowest unoccupied orbital energy (eV): -3.190

Cartesian coordinates (Å):
N -0.1649 0.5600 0.4069
N -1.4414 -0.1234 0.4050
N -2.4421 0.1613 -0.5154
N 0.9174 -1.4319 -0.0512
N 2.1123 0.7730 -0.2255
C 0.8629 -0.1566 0.0892
H 1.8304 -1.8150 -0.0525
H 0.0463 -1.9855 -0.1436
H -2.1599 -0.2759 -1.3670
H -2.8527 1.1170 -0.5549
H 2.9795 0.3655 -0.4563
H 2.4040 1.4737 0.4819
H -0.1418 1.4887 0.7316
H -1.9500 -0.1510 1.2519



B:
# CH8N5

A gas-phase ion, CH8N5 (charge +1) (ωB97M-V/def2-TZVPD, the OMol25 dataset).

Computed properties:
M (g mol⁻¹): 90.11
Net charge: +1
HOMO energy (eV): -13.840
SMILES: N/N=N/[C@@H](N)[NH3+]
Lowest unoccupied orbital energy (eV): -3.363

Cartesian coordinates (Å):
N -1.3184 -1.1678 -0.0689
N 0.5911 0.1894 -0.1930
N 1.6602 -0.0330 0.4608
N 2.7139 0.1780 -0.1729
N -1.3903 1.3031 -0.1102
C -0.6292 0.2862 0.4671
H -0.8594 1.9380 -0.6612
H -2.3411 -1.1085 -0.2304
H -1.1179 -2.0234 0.4622
H -0.5134 0.0088 1.4807
H 2.7709 0.4241 -1.1316
H -2.0996 1.7273 0.5247
H 3.4583 -0.4251 0.1687
H -0.9252 -1.2972 -0.9959



C:
# CH8N5

2 unconnected molecules or ions with the total composition CH8N5 (ωB97M-V/def2-TZVPD, the OMol25 dataset).

Computed properties:
M (g mol⁻¹): 90.11
Net charge: +1
HOMO energy (eV): -13.225
Lowest unoccupied orbital energy (eV): -5.414

Cartesian coordinates (Å):
N 1.6074 0.0975 -0.3628
N -2.3058 -0.1448 -1.6744
N 1.5922 0.4168 1.9316
N -1.1748 -0.6648 -1.4309
N -0.3951 0.0861 0.5673
C 0.9105 0.2064 0.7842
H -1.0811 -1.5744 -0.9186
H 1.1433 0.7011 2.8122
H 2.6069 -0.1783 -0.5213
H -2.3193 0.7527 -2.3228
H 2.5641 0.3715 1.8275
H -1.0237 0.1658 1.4528
H 0.8805 0.0217 -1.2068
H -3.0052 -0.2573 -0.9381



Order of stability, best first: B, A, C



A:
# C4H14ClN2Si

2 unconnected molecules or ions with the total composition C4H14ClN2Si (ωB97M-V/def2-TZVPD, the OMol25 dataset).

Computed properties:
M (g mol⁻¹): 153.71
Net charge: +1
HOMO energy (eV): -14.113
Lowest unoccupied orbital energy (eV): -3.787

Cartesian coordinates (Å):
Cl 2.9359 -1.2425 -0.5267
Si 0.9412 -0.5875 -0.3183
N -0.2472 -2.1817 -0.3744
N 0.9053 1.6042 2.0685
C 0.2113 1.9491 -2.0381
C 0.1819 0.4217 -1.7280
C -1.5968 -0.9596 1.4116
C -0.2185 -1.4455 0.9164
H -2.3023 -1.0244 0.5372
H 0.3211 -2.2222 1.5751
H 0.5864 -0.1054 -2.5922
H 1.8878 1.5970 2.2858
H -1.1403 -2.2169 -0.8619
H -1.6064 -0.0947 2.0198
H -0.7310 2.3937 -1.5021
H 0.9661 2.3389 1.3707
H -2.1629 -1.7456 2.0604
H 0.4608 2.1148 2.8158
H -0.7551 -0.0378 -1.8281
H 0.0969 2.0449 -3.1376
H 1.1476 2.4731 -1.7729
H 0.1184 -3.0736 -0.3813



B:
# C4H14ClN2Si

A molecular structure, C4H14ClN2Si (ωB97M-V/def2-TZVPD, the OMol25 dataset).

Computed properties:
M (g mol⁻¹): 153.71
Net charge: +1
HOMO energy (eV): -13.194
Lowest unoccupied orbital energy (eV): -3.452

Cartesian coordinates (Å):
Cl 3.4604 -0.0501 -0.6860
Si 1.7725 -0.2125 0.4317
N 1.1039 2.2942 -0.3118
N 0.1342 -0.5358 -1.3247
C -2.1106 -0.1402 -0.5247
C 1.3406 -1.8429 1.3778
C -1.1775 -1.1663 -1.0777
C 1.2721 1.6050 0.9212
H 0.5115 -2.2967 0.9453
H 0.5408 3.1269 -0.2946
H -3.0345 -0.5866 -0.1195
H 1.0671 -1.9173 2.4648
H 0.6721 -1.2156 -1.8381
H -1.4859 -1.3794 -2.0239
H 2.0955 2.0716 1.4879
H 0.0028 0.2363 -1.8988
H -1.5074 0.3681 0.3215
H 2.0218 -2.5494 1.1117
H 0.3772 1.5863 1.4511
H 2.0222 2.6316 -0.6558
H -1.0669 -2.0464 -0.4101
H -2.3913 0.6094 -1.3053



Order of stability, best first: B, A